Molecular formula: C12H17N3
Method: DFT, ωB97M-V with the def2-TZVPD basis set

Each line ends with the Löwdin charge.
Geometry (Å):
C -3.25741 1.58727 -0.98882  0.052
C -2.57158 1.03201 -2.10272  -0.005
C -3.05480 1.02374 0.34628  0.052
C -1.52935 0.10486 -1.83430  0.048
C -2.17470 -0.01734 0.50854  -0.201
C -1.29330 -0.35982 -0.48073  -0.182
C 1.58884 0.14293 0.06112  -0.142
C -1.92795 -0.76929 1.72861  -0.018
C -0.54393 -1.56497 1.42032  -0.024
C 3.03984 1.51401 1.01328  -0.124
C 3.70154 0.91962 -0.24984  -0.070
C -0.33770 -1.23431 0.00097  -0.170
N 1.76246 0.81737 1.13888  0.076
N 2.61037 0.01025 -0.76220  0.052
N 0.31645 -2.23255 -0.85311  0.267
H -3.89041 2.42052 -1.17353  0.114
H -2.76621 1.44206 -2.99517  0.078
H -3.64993 1.43555 1.19526  0.148
H -1.06691 -0.24383 -2.78473  0.127
H -1.71380 -0.17346 2.61706  0.146
H -2.70334 -1.41837 1.77984  0.109
H 0.09810 -1.06677 2.06194  0.093
H -0.54417 -2.57031 1.58101  0.106
H 3.75356 1.36616 1.93975  0.174
H 2.92440 2.58748 0.85147  0.124
H 3.84189 1.78328 -1.00410  0.164
H 4.49852 0.21462 -0.05391  0.123
H 1.19113 0.92040 2.00265  0.188
H 2.35781 -0.32544 -1.66418  0.131
H -0.08169 -3.18817 -0.60740  0.226
H 1.36906 -2.10115 -0.88239  0.185
H 0.05319 -2.05636 -1.80985  0.152

Output
Charge = +2
Kohn-Sham gap (alpha / beta) = 0.271 / 0.271 Eh